{"formula": "C37H30AlClIN2OP2Se", "method": "ωB97M-V with the def2-TZVPD basis set", "species": ["Al", "Cl", "C", "C", "C", "I", "C", "O", "C", "N", "C", "C", "C", "C", "H", "H", "H", "H", "C", "C", "P", "C", "C", "C", "C", "C", "C", "C", "C", "C", "C", "C", "C", "C", "P", "C", "C", "C", "C", "C", "C", "C", "C", "C", "C", "C", "C", "H", "H", "H", "H", "H", "H", "H", "H", "H", "H", "H", "H", "H", "H", "H", "H", "H", "H", "H", "H", "H", "H", "H", "H", "H", "H", "Se", "C", "N"], "positions_angstrom": [[0.9102, -0.2897, 1.0839], [-2.8023, -2.5821, 6.1686], [-1.6737, -1.7259, 5.1750], [-1.0371, -0.6201, 5.6572], [-0.1164, 0.1084, 4.8697], [0.8498, 1.7583, 5.6602], [0.1518, -0.2768, 3.5797], [0.9772, 0.3419, 2.7465], [-0.5112, -1.4376, 3.0870], [-0.2027, -1.7792, 1.7979], [-0.7383, -2.8628, 1.2662], [-1.6406, -3.6643, 1.9709], [-1.9837, -3.3243, 3.2561], [-1.4159, -2.1860, 3.8587], [-1.2395, -0.2918, 6.6676], [-0.4362, -3.1079, 0.2561], [-2.0511, -4.5441, 1.4973], [-2.6816, -3.9290, 3.8195], [-2.0128, -0.1588, -2.1168], [-0.9699, -1.2573, -2.3388], [0.6661, -0.5756, -1.8771], [1.8231, -1.9317, -1.6743], [1.5376, -3.2402, -1.6218], [2.5097, -4.2007, -1.1043], [3.7859, -3.8533, -0.9557], [4.2381, -2.5059, -1.4628], [3.1723, -1.4199, -1.2575], [1.2202, 0.2480, -3.4019], [1.0564, 1.6232, -3.5493], [1.4347, 2.2489, -4.7294], [1.9897, 1.5086, -5.7615], [2.1612, 0.1371, -5.6196], [1.7748, -0.4917, -4.4477], [-2.3046, 0.1234, -0.6389], [-1.0565, 0.9829, 0.4118], [-0.5961, 2.5224, -0.3980], [0.7162, 2.9734, -0.2669], [1.1049, 4.1673, -0.8564], [0.1853, 4.9047, -1.5884], [-1.1245, 4.4590, -1.7237], [-1.5190, 3.2736, -1.1241], [-2.0159, 1.4270, 1.8860], [-1.7056, 2.5913, 2.5852], [-2.3432, 2.8719, 3.7839], [-3.2846, 1.9910, 4.2969], [-3.5969, 0.8283, 3.6062], [-2.9655, 0.5453, 2.4052], [-2.9550, -0.4632, -2.5762], [-1.7080, 0.7578, -2.6302], [-0.9671, -1.5969, -3.3757], [-1.2055, -2.1175, -1.7059], [0.5550, -3.6001, -1.9072], [2.1713, -5.1904, -0.8274], [4.5244, -4.5322, -0.5525], [4.3683, -2.5998, -2.5513], [3.4514, -0.5515, -1.8529], [0.6419, 2.2121, -2.7421], [1.3034, 3.3178, -4.8360], [2.2930, 1.9983, -6.6773], [2.5949, -0.4415, -6.4244], [1.9044, -1.5631, -4.3438], [-2.5266, -0.8199, -0.1304], [-3.2091, 0.7302, -0.5505], [1.4475, 2.3943, 0.2894], [2.1240, 4.5136, -0.7506], [0.4879, 5.8332, -2.0543], [-1.8393, 5.0394, -2.2914], [-2.5451, 2.9394, -1.2230], [-0.9650, 3.2800, 2.1980], [-2.0973, 3.7771, 4.3224], [-3.7770, 2.2116, 5.2348], [-4.3336, 0.1408, 4.0018], [-3.2204, -0.3696, 1.8831], [3.1385, -0.7738, 0.6228], [5.5409, -2.1069, -0.9240], [6.5625, -1.7982, -0.5039]], "atomic_forces_ev_per_a": [[0.01, -0.17, -0.18], [-0.01, 0.01, 0.00], [0.01, -0.04, -0.01], [0.02, 0.01, 0.01], [-0.03, -0.02, 0.01], [0.00, 0.02, 0.00], [-0.02, 0.02, -0.04], [0.03, 0.06, 0.06], [0.05, -0.03, 0.00], [-0.03, 0.06, -0.04], [0.00, 0.00, 0.00], [0.01, -0.02, 0.01], [0.00, 0.00, 0.01], [0.01, 0.00, 0.03], [0.00, 0.00, 0.00], [0.01, 0.01, -0.01], [0.00, 0.00, 0.00], [0.00, 0.00, 0.00], [0.00, 0.00, 0.02], [-0.01, -0.01, -0.01], [-0.01, 0.02, 0.01], [-0.01, -0.01, 0.00], [-0.01, -0.02, 0.00], [0.01, 0.01, -0.01], [-0.01, 0.00, 0.00], [0.01, 0.01, -0.01], [0.02, -0.01, 0.00], [0.01, 0.03, -0.01], [0.00, -0.01, 0.00], [0.01, 0.00, -0.01], [-0.01, 0.01, 0.01], [0.00, 0.00, 0.00], [-0.01, -0.02, 0.01], [-0.02, 0.04, 0.00], [-0.06, -0.02, 0.04], [0.00, 0.01, 0.00], [-0.01, 0.01, 0.02], [0.00, 0.00, 0.01], [0.00, 0.00, 0.00], [0.00, 0.00, 0.00], [0.01, -0.01, -0.02], [0.01, 0.03, -0.02], [-0.01, -0.01, -0.01], [0.00, -0.01, 0.01], [0.00, 0.01, -0.01], [-0.01, 0.01, -0.01], [-0.02, 0.00, 0.01], [0.00, 0.00, -0.01], [0.00, 0.01, 0.01], [0.00, 0.00, 0.00], [0.01, 0.00, 0.00], [0.00, -0.01, 0.00], [0.00, 0.00, 0.00], [0.00, 0.00, 0.00], [0.00, 0.00, 0.00], [0.00, -0.01, -0.01], [-0.02, -0.01, 0.00], [0.00, 0.00, 0.00], [0.00, 0.00, 0.00], [0.00, 0.00, 0.00], [0.01, -0.01, 0.00], [0.00, 0.00, 0.00], [0.00, 0.00, 0.00], [0.00, 0.00, 0.00], [0.00, 0.00, 0.00], [0.00, 0.00, 0.00], [0.00, 0.00, 0.00], [0.00, 0.00, 0.01], [0.01, 0.00, 0.00], [0.00, 0.00, 0.00], [0.00, 0.00, 0.00], [0.00, 0.00, 0.00], [0.00, 0.01, 0.01], [0.03, 0.03, 0.10], [-0.01, -0.01, 0.02], [0.00, 0.01, -0.01]], "mulliken_charge": [0.659, -0.255, 0.798, -0.358, -0.264, 0.100, 0.147, -0.740, 0.627, 0.409, 0.266, -1.309, -0.999, 0.003, 0.494, 0.441, 0.488, 0.494, -1.208, -1.012, 1.267, -0.592, -0.098, -0.844, -0.753, 0.669, -1.172, 0.236, 0.009, -0.738, -0.650, -0.731, -0.517, -1.026, 1.197, 0.543, -0.367, -0.720, -0.601, -0.808, -0.613, 0.976, -0.972, -0.798, -0.641, -0.671, -0.489, 0.525, 0.303, 0.577, 0.557, 0.740, 0.478, 0.504, 0.331, 0.606, 0.141, 0.481, 0.406, 0.434, 0.480, 0.405, 0.795, 0.314, 0.478, 0.448, 0.465, 0.481, 0.381, 0.485, 0.442, 0.489, 0.158, -0.125, -0.182, -0.480], "total_charge": 1, "total_energy_ha": -5697.1153, "relative_energy_ev": 1.145, "fmax_ha_per_bohr": 0.005}